Entry 1:
{
  "formula": "C33H88N6O17",
  "method": "wB97M-V/def2-TZVPD",
  "symbols": ["C", "O", "N", "N", "H", "H", "H", "H", "C", "O", "C", "C", "N", "C", "C", "O", "C", "H", "H", "H", "H", "H", "H", "H", "H", "H", "H", "H", "H", "H", "H", "H", "C", "O", "C", "C", "N", "C", "C", "O", "C", "H", "H", "H", "H", "H", "H", "H", "H", "H", "H", "H", "H", "H", "H", "H", "C", "O", "C", "C", "N", "C", "C", "O", "C", "H", "H", "H", "H", "H", "H", "H", "H", "H", "H", "H", "H", "H", "H", "H", "C", "O", "C", "C", "N", "C", "C", "O", "C", "H", "H", "H", "H", "H", "H", "H", "H", "H", "H", "H", "H", "H", "H", "H", "C", "C", "O", "O", "H", "H", "H", "H", "H", "H", "C", "C", "O", "O", "H", "H", "H", "H", "H", "H", "C", "C", "O", "O", "H", "H", "H", "H", "H", "H", "C", "C", "O", "O", "H", "H", "H", "H", "H", "H"],
  "xyz": [[10.937, -11.072, -20.430], [9.937, -10.372, -20.494], [11.225, -11.908, -19.359], [11.962, -11.003, -21.306], [10.464, -11.915, -18.701], [11.978, -12.560, -19.414], [12.840, -11.471, -21.206], [11.824, -10.504, -22.169], [5.670, -18.844, -20.023], [5.032, -17.852, -20.812], [5.635, -17.545, -22.035], [5.055, -16.200, -22.556], [5.370, -15.862, -23.932], [4.280, -16.268, -24.849], [3.112, -15.244, -24.909], [2.293, -15.254, -23.774], [1.551, -16.426, -23.548], [5.503, -19.845, -20.420], [5.256, -18.662, -19.032], [6.734, -18.605, -19.922], [5.523, -18.362, -22.758], [6.717, -17.406, -21.901], [5.303, -15.392, -21.859], [3.980, -16.212, -22.340], [5.378, -14.851, -23.964], [3.993, -17.318, -24.890], [4.815, -16.232, -25.808], [2.520, -15.391, -25.829], [3.401, -14.224, -25.178], [0.890, -16.289, -22.693], [2.107, -17.326, -23.261], [0.954, -16.699, -24.423], [2.079, -14.318, -31.368], [2.772, -13.393, -30.581], [2.240, -13.253, -29.213], [3.142, -12.245, -28.544], [4.439, -12.827, -28.224], [5.159, -12.063, -27.192], [6.623, -12.428, -27.011], [7.293, -12.405, -28.241], [8.651, -12.818, -28.260], [2.058, -14.023, -32.421], [1.044, -14.470, -31.054], [2.582, -15.290, -31.437], [2.281, -14.282, -28.859], [1.252, -12.850, -29.444], [2.576, -11.736, -27.759], [3.305, -11.374, -29.195], [4.966, -12.929, -29.079], [4.651, -12.089, -26.232], [5.189, -11.056, -27.630], [6.700, -13.390, -26.475], [7.130, -11.782, -26.281], [9.016, -13.070, -27.255], [9.077, -11.931, -28.731], [8.829, -13.786, -28.740], [11.142, -14.066, -23.164], [10.302, -15.191, -22.965], [9.525, -15.499, -24.118], [10.339, -15.934, -25.302], [9.489, -16.351, -26.412], [10.159, -17.153, -27.424], [9.323, -17.283, -28.673], [9.235, -15.982, -29.242], [8.450, -15.906, -30.420], [11.947, -14.158, -23.900], [11.547, -13.858, -22.177], [10.503, -13.279, -23.587], [8.824, -14.673, -24.282], [8.902, -16.375, -23.915], [11.100, -16.655, -25.008], [10.862, -15.071, -25.750], [8.941, -15.585, -26.769], [10.430, -18.124, -27.006], [11.099, -16.657, -27.709], [8.401, -17.811, -28.415], [9.917, -17.853, -29.397], [7.386, -16.080, -30.240], [8.817, -16.626, -31.160], [8.633, -14.876, -30.724], [4.725, -10.475, -18.648], [5.402, -9.585, -17.768], [6.773, -9.419, -18.079], [7.733, -10.356, -17.372], [7.770, -10.214, -15.919], [8.192, -8.910, -15.452], [8.870, -9.005, -14.085], [9.177, -7.751, -13.520], [10.269, -7.880, -12.637], [5.359, -11.190, -19.183], [4.304, -9.892, -19.472], [3.967, -11.036, -18.108], [7.064, -8.370, -18.010], [6.888, -9.649, -19.145], [8.743, -10.384, -17.784], [7.406, -11.382, -17.578], [6.923, -10.474, -15.438], [7.345, -8.211, -15.409], [8.859, -8.323, -16.091], [9.720, -9.693, -14.176], [8.228, -9.645, -13.462], [11.188, -8.124, -13.178], [10.036, -8.703, -11.947], [10.483, -7.082, -11.926], [9.317, -7.344, -20.639], [10.825, -7.352, -20.525], [11.170, -6.517, -19.398], [8.899, -6.024, -20.960], [8.811, -7.719, -19.745], [8.984, -7.971, -21.467], [11.431, -7.042, -21.376], [11.120, -8.373, -20.268], [12.120, -6.385, -19.371], [9.220, -5.440, -20.264], [6.641, -12.549, -22.996], [7.651, -11.635, -22.367], [7.072, -10.691, -21.477], [5.600, -11.722, -23.537], [6.113, -13.073, -22.183], [6.937, -13.364, -23.653], [8.130, -11.015, -23.137], [8.487, -12.128, -21.869], [7.674, -10.536, -20.741], [5.516, -11.004, -22.893], [6.140, -14.654, -17.871], [6.543, -14.241, -19.295], [7.655, -13.394, -19.427], [5.300, -15.790, -17.945], [5.640, -13.779, -17.445], [7.013, -14.917, -17.271], [5.671, -13.742, -19.724], [6.741, -15.165, -19.850], [8.384, -13.616, -18.844], [4.410, -15.504, -18.173], [4.998, -6.749, -25.387], [5.227, -7.869, -24.377], [4.952, -9.137, -24.975], [5.734, -6.746, -26.583], [5.360, -5.882, -24.813], [3.943, -6.670, -25.678], [4.632, -7.787, -23.463], [6.297, -7.910, -24.137], [5.517, -9.804, -24.577], [5.136, -7.068, -27.260]],
  "homo_ha": -0.304,
  "homo_lumo_gap_ha": 0.3066,
  "total_energy_ev": -79386.567
}

Entry 2:
{
  "formula": "C33H88O11",
  "method": "wB97M-V/def2-TZVPD",
  "symbols": ["C", "C", "C", "O", "H", "H", "H", "H", "H", "H", "H", "H", "C", "C", "C", "O", "H", "H", "H", "H", "H", "H", "H", "H", "C", "C", "C", "O", "H", "H", "H", "H", "H", "H", "H", "H", "C", "C", "C", "O", "H", "H", "H", "H", "H", "H", "H", "H", "C", "C", "C", "O", "H", "H", "H", "H", "H", "H", "H", "H", "C", "C", "C", "O", "H", "H", "H", "H", "H", "H", "H", "H", "C", "C", "C", "O", "H", "H", "H", "H", "H", "H", "H", "H", "C", "C", "C", "O", "H", "H", "H", "H", "H", "H", "H", "H", "C", "C", "C", "O", "H", "H", "H", "H", "H", "H", "H", "H", "C", "C", "C", "O", "H", "H", "H", "H", "H", "H", "H", "H", "C", "C", "C", "O", "H", "H", "H", "H", "H", "H", "H", "H"],
  "xyz": [[22.663, 7.538, 6.656], [23.055, 7.720, 5.144], [22.476, 6.718, 4.194], [22.742, 8.990, 4.611], [21.583, 7.574, 6.800], [23.183, 8.096, 7.434], [22.903, 6.493, 6.850], [24.144, 7.697, 5.195], [23.254, 6.252, 3.589], [21.906, 7.143, 3.368], [21.739, 5.977, 4.504], [23.263, 9.076, 3.810], [30.878, 14.817, 6.176], [29.526, 14.092, 5.981], [28.417, 15.070, 6.280], [29.291, 13.929, 4.663], [31.311, 14.756, 7.174], [30.737, 15.785, 5.696], [31.690, 14.316, 5.648], [29.389, 13.150, 6.512], [27.610, 15.143, 5.552], [28.856, 16.038, 6.521], [27.923, 14.932, 7.242], [29.718, 14.694, 4.269], [28.197, 4.416, 4.009], [27.468, 5.758, 3.778], [27.338, 6.355, 5.178], [28.175, 6.610, 2.975], [27.625, 3.754, 4.659], [29.213, 4.656, 4.323], [28.102, 3.952, 3.027], [26.436, 5.560, 3.489], [28.345, 6.470, 5.581], [26.988, 5.623, 5.906], [26.842, 7.316, 5.314], [28.556, 6.252, 2.169], [21.298, 12.059, 8.287], [21.245, 11.167, 7.052], [20.084, 11.510, 6.124], [22.531, 11.249, 6.392], [20.231, 12.153, 8.487], [21.636, 13.039, 7.949], [21.831, 11.559, 9.096], [21.134, 10.165, 7.466], [19.952, 12.551, 5.831], [19.097, 11.218, 6.483], [20.104, 10.953, 5.187], [22.434, 10.629, 5.665], [25.781, 17.354, 8.178], [24.446, 16.568, 8.561], [24.713, 15.071, 8.782], [23.811, 17.134, 9.799], [25.612, 18.408, 8.399], [26.262, 17.200, 7.212], [26.663, 17.219, 8.805], [23.664, 16.732, 7.820], [25.294, 14.956, 9.697], [24.987, 14.362, 8.000], [23.740, 14.754, 9.157], [24.248, 16.819, 10.593], [29.856, 14.645, 13.391], [28.784, 14.318, 12.384], [28.700, 12.794, 12.213], [27.512, 14.876, 12.853], [30.875, 14.386, 13.104], [29.544, 14.360, 14.396], [29.878, 15.726, 13.252], [29.018, 14.776, 11.423], [28.548, 12.224, 13.130], [29.686, 12.409, 11.952], [27.890, 12.450, 11.569], [27.361, 14.504, 13.724], [28.282, 5.792, 11.142], [29.637, 5.214, 11.548], [29.655, 3.665, 11.738], [30.603, 5.601, 10.537], [28.476, 6.859, 11.037], [27.513, 5.640, 11.900], [27.955, 5.419, 10.172], [29.762, 5.704, 12.513], [28.993, 3.382, 12.557], [30.605, 3.284, 12.114], [29.334, 3.061, 10.889], [30.457, 5.021, 9.786], [26.681, 11.064, 6.887], [26.295, 10.035, 7.967], [27.251, 10.030, 9.131], [24.998, 10.388, 8.427], [26.124, 10.818, 5.982], [27.762, 11.114, 6.758], [26.367, 12.077, 7.138], [26.294, 9.038, 7.527], [28.279, 10.011, 8.769], [27.070, 9.217, 9.833], [26.999, 10.967, 9.628], [24.402, 10.440, 7.677], [31.269, 10.298, 6.771], [31.497, 9.153, 7.816], [30.256, 8.225, 7.731], [32.720, 8.393, 7.485], [30.894, 9.878, 5.839], [32.180, 10.896, 6.740], [30.508, 10.868, 7.305], [31.626, 9.601, 8.801], [29.665, 8.188, 6.816], [29.580, 8.640, 8.479], [30.470, 7.205, 8.049], [32.571, 7.960, 6.641], [22.678, 13.001, 11.612], [23.982, 12.353, 11.212], [25.036, 12.432, 12.360], [23.710, 11.105, 10.720], [22.067, 13.302, 10.761], [22.813, 13.918, 12.186], [22.031, 12.323, 12.169], [24.329, 12.789, 10.275], [24.726, 12.172, 13.373], [25.436, 13.422, 12.575], [25.930, 11.835, 12.176], [24.335, 10.925, 10.014], [25.951, 8.992, 13.035], [25.575, 9.383, 14.475], [25.549, 8.166, 15.351], [26.464, 10.390, 14.863], [25.383, 8.070, 12.917], [27.021, 8.915, 12.843], [25.431, 9.568, 12.270], [24.590, 9.820, 14.313], [26.575, 7.950, 15.646], [25.030, 7.290, 14.963], [25.006, 8.443, 16.255], [27.355, 10.100, 14.656]],
  "homo_ha": -0.344,
  "homo_lumo_gap_ha": 0.3554,
  "total_energy_ev": -58165.334
}

| no. | LUMO energy (eV) |
| --- | --- |
| 1 | 0.07 |
| 2 | 0.30 |